82
Properties=species:S:1:pos:R:3:forces:R:3:lowdin_charge:R:1 method="wB97M-V/def2-TZVPD" gap_ev=6.01 relative_energy_kj_mol=926.1 lumo_ev=2.16 total_energy_ha=-2423.7114 homo_energy_ev=-3.9 total_charge=-1
C -2.426324 0.856708 1.289153 8.0 3.6 -4.5 0.07
C -1.360242 1.482539 0.577130 -6.6 -5.5 4.6 -0.02
C 0.065388 1.735971 -0.262262 -2.0 -0.5 -0.5 -0.32
C -0.381461 2.433912 -1.680841 -4.4 2.1 -5.7 -0.45
O 0.393539 3.150210 -2.497272 -2.1 -3.3 4.8 -0.13
O -1.787767 2.212684 -2.127696 7.1 0.4 3.2 -0.26
C 0.841432 0.342937 -0.635960 0.2 -0.8 -0.8 -0.23
C 0.810689 -0.024517 -2.267426 0.1 -0.9 0.1 -0.09
C 0.304845 -1.000207 0.122378 1.7 -1.0 0.2 -0.18
C 1.607103 -2.049376 0.173266 0.6 0.0 -1.1 -0.26
C 1.235149 -3.501203 -0.532499 0.4 0.8 0.3 -0.15
N 0.984885 2.563779 0.600981 -2.1 1.4 -0.3 -0.17
C 1.106650 2.046121 2.015940 0.9 -0.3 2.4 -0.23
C 2.700216 2.226647 2.493924 -1.2 -0.4 -0.8 -0.17
C 3.497582 0.908739 1.931167 0.0 -0.2 0.4 -0.28
N 4.599682 0.566829 2.954846 0.1 1.2 -1.6 -0.07
P 0.608399 4.298007 0.611533 1.4 4.1 4.2 0.77
O 1.066003 4.954263 2.013739 -1.3 -2.7 -4.8 -0.43
O 1.510875 5.234919 -0.600115 -0.6 -2.7 1.9 -0.24
O -1.106329 4.682854 0.489936 3.6 0.3 -1.2 -0.20
H -3.140465 0.191202 1.976239 1.7 2.2 -2.0 0.03
H 1.996169 0.528433 -0.399742 -2.6 -0.4 -0.2 0.13
H 1.319437 -1.092936 -2.429049 -0.9 2.3 0.6 0.07
H 1.439772 0.722751 -2.915474 -1.6 -1.3 1.4 0.07
H -0.304547 -0.170734 -2.666507 2.4 0.8 0.9 0.11
H -0.521470 -1.539051 -0.506709 1.3 1.3 1.3 0.12
H -0.025338 -0.867885 1.234027 0.3 0.1 -2.3 0.09
H 2.046538 -2.156079 1.263252 -1.1 0.0 -2.0 0.09
H 2.502075 -1.606307 -0.480887 -2.0 -0.9 1.5 0.07
H 2.193592 -4.176531 -0.694529 -2.1 1.4 0.5 0.07
H 0.433619 -4.047010 0.143934 1.5 0.9 -1.7 0.08
H 0.833341 -3.240206 -1.613197 0.5 -0.7 2.3 0.07
H 0.354717 2.567377 2.783281 1.8 -0.9 -1.9 0.13
H 0.896806 0.886194 2.130771 0.2 2.5 -0.9 0.12
H 2.741161 2.328086 3.682368 0.1 -0.4 -2.6 0.12
H 3.116584 3.200562 1.976608 -0.8 -1.9 1.3 0.10
H 2.837041 -0.070564 1.864311 1.1 2.3 0.0 0.10
H 3.933600 1.110791 0.851210 -0.9 -0.3 2.1 0.12
H 4.928916 1.513016 3.276799 0.0 -1.4 -0.4 0.05
H 5.374980 0.109826 2.412029 -0.8 0.7 0.9 0.06
H 2.476705 4.927461 -0.572129 -2.2 0.3 0.1 0.09
H -1.160380 5.627934 0.151499 0.2 -1.6 0.5 0.09
C -6.160586 0.413844 2.446026 0.8 0.1 -0.3 -0.71
O -5.133836 -0.222607 2.269281 -0.1 -0.4 0.2 0.00
N -6.191992 1.758733 2.444999 0.4 1.1 0.1 0.17
N -7.352540 -0.172769 2.657588 -1.2 -1.2 0.3 0.15
H -7.027525 2.300277 2.588686 0.1 0.1 0.1 0.08
H -5.315752 2.239639 2.289182 -0.2 -0.1 -0.1 0.12
H -7.373042 -1.184193 2.666097 0.0 0.4 0.0 0.11
H -8.208894 0.334276 2.805140 0.2 0.0 -0.1 0.10
C 0.493185 -7.370594 -1.550983 0.7 1.0 -0.5 -0.72
O 1.214523 -6.493293 -1.998794 -0.1 -0.3 0.0 0.02
N 0.900459 -8.233765 -0.602944 0.9 -0.9 1.1 0.14
N -0.773581 -7.552650 -1.965454 -1.4 0.1 -0.8 0.15
H 0.321106 -8.962568 -0.221859 0.1 0.2 -0.1 0.09
H 1.847777 -8.131235 -0.263204 -0.4 0.0 -0.1 0.11
H -1.119728 -6.923951 -2.678471 0.1 -0.2 0.3 0.11
H -1.382910 -8.269368 -1.608743 0.1 0.2 -0.1 0.09
C -6.780044 4.317523 5.006541 -0.2 -0.3 -0.2 -0.72
O -7.772543 4.050396 4.347669 -0.3 -0.1 -0.3 0.01
N -6.511212 5.560418 5.445464 -0.2 1.5 0.3 0.15
N -5.866371 3.392854 5.352684 0.5 -1.1 0.2 0.16
H -5.699319 5.799798 5.989116 -0.1 -0.1 -0.1 0.10
H -7.173977 6.286434 5.206736 0.3 -0.3 0.1 0.11
H -6.030812 2.444136 5.042257 0.2 0.3 0.0 0.10
H -5.042847 3.593496 5.894679 -0.1 0.0 -0.2 0.10
C 5.164091 -1.351205 -2.230613 -1.0 0.0 0.0 -0.71
O 4.258322 -2.051704 -1.807047 0.2 -0.2 0.0 0.02
N 6.461675 -1.624059 -2.003598 1.6 -0.8 0.6 0.14
N 4.945670 -0.243741 -2.962354 -0.5 0.9 -0.5 0.17
H 7.221390 -1.059281 -2.344026 -0.2 -0.1 0.1 0.09
H 6.669829 -2.449251 -1.456719 -0.1 0.4 -0.2 0.11
H 3.982540 -0.002360 -3.156227 0.1 -0.1 -0.2 0.09
H 5.678333 0.345803 -3.319915 -0.2 -0.1 0.1 0.10
C 1.468987 -0.825879 -5.711415 0.5 0.5 0.6 -0.71
O 2.217568 -0.294732 -4.906411 0.2 -0.1 -0.3 0.01
N 0.681611 -0.123404 -6.545851 -0.5 1.1 -0.8 0.16
N 1.364508 -2.161227 -5.836137 0.3 -1.6 0.1 0.15
H 0.058840 -0.542820 -7.215385 0.1 0.1 0.2 0.09
H 0.729809 0.885191 -6.484542 -0.1 -0.4 0.1 0.12
H 1.940254 -2.727180 -5.226477 -0.3 0.2 -0.2 0.11
H 0.753858 -2.617128 -6.493000 0.1 0.1 0.2 0.09

73
Properties=species:S:1:pos:R:3:forces:R:3:lowdin_charge:R:1 method="wB97M-V/def2-TZVPD" gap_ev=5.10 lumo_ev=1.68 total_energy_ha=-2976.4994 homo_energy_ev=-3.4 total_charge=-1
C -2.363704 2.141018 1.814928 0.4 -0.6 0.2 -0.04
C -1.537045 1.163967 2.213139 -0.2 0.4 -0.2 -0.27
C -0.253982 1.327797 2.980747 -0.3 0.3 -0.3 -0.28
Al 0.528792 3.199162 3.041176 0.1 -0.7 0.5 0.05
C 2.359252 3.181783 3.918109 -0.2 0.2 -0.7 -0.29
C 3.506485 2.634901 3.028791 0.0 0.3 0.9 -0.29
C 4.778833 3.505808 3.062419 -0.1 -0.2 -0.4 -0.23
C 4.867515 4.481751 1.885958 0.2 0.5 0.3 -0.22
C 5.546213 5.801933 2.257099 -0.1 -0.1 -0.2 -0.30
N 6.032548 6.506280 1.062346 0.1 -0.4 0.1 -0.02
P -0.832444 4.616862 4.381835 -0.4 0.8 0.0 0.68
C -2.344147 3.668760 4.934850 0.6 0.0 0.2 -0.40
C 0.080703 4.655846 6.010815 0.0 -0.7 -0.4 -0.42
P 0.884789 4.084473 0.864905 0.3 0.3 -0.1 0.72
C -0.637423 4.999836 0.345979 0.3 -0.3 -0.1 -0.40
O 0.859398 2.693782 -0.122597 0.2 0.1 0.0 -0.44
H -3.296539 1.911733 1.315865 0.0 0.0 -0.1 0.05
H -2.127251 3.185098 1.979586 0.0 0.0 0.1 0.01
H -1.824424 0.143122 1.953629 -0.2 0.0 0.0 0.06
H 0.462791 0.592585 2.599056 0.2 0.0 0.1 0.03
H -0.452616 1.032887 4.019314 0.1 -0.1 0.1 0.04
H 2.575140 4.232336 4.148238 0.0 0.1 0.1 0.04
H 2.327234 2.663108 4.877308 0.1 0.0 0.1 0.04
H 3.780648 1.651058 3.410789 -0.1 -0.3 -0.2 0.09
H 3.176871 2.541646 1.994471 0.1 -0.2 -0.2 0.07
H 5.660870 2.859846 3.054051 0.1 0.1 0.0 0.10
H 4.813204 4.069529 3.995440 -0.1 0.0 0.2 0.10
H 5.445535 4.067032 1.061213 -0.1 -0.2 -0.1 0.10
H 3.863476 4.709643 1.527526 -0.1 -0.1 -0.2 0.07
H 4.833746 6.414551 2.816770 0.0 0.0 0.2 0.10
H 6.395671 5.606309 2.911762 0.1 0.0 0.0 0.10
H 5.276174 6.999000 0.614062 0.0 0.1 -0.1 0.06
H 6.768752 7.153904 1.292357 -0.1 0.3 0.0 0.04
H -3.142178 3.755190 4.207756 -0.1 -0.1 -0.1 0.00
H -2.664048 4.122264 5.873888 -0.2 0.0 0.0 0.00
H -2.112401 2.621026 5.125721 -0.2 -0.2 -0.1 0.01
H 0.468150 3.664088 6.255949 0.1 0.0 0.1 0.01
H -0.584070 4.954366 6.818756 0.0 0.3 0.0 0.01
H 0.927420 5.328933 5.923274 0.1 0.2 0.1 0.01
H -1.526322 4.373839 0.256743 -0.1 0.0 0.1 0.00
H -0.799187 5.758295 1.111472 -0.1 0.1 0.0 0.01
H -0.451868 5.492424 -0.608507 -0.1 0.1 -0.1 0.01
H 0.086595 2.689893 -0.685726 -0.3 -0.1 0.0 0.01
O -2.774037 -1.489972 -0.247311 -0.1 0.1 -0.1 -0.27
S -1.621289 -2.162817 -0.758224 0.1 -0.2 0.1 0.57
O -0.983636 -1.698011 -1.950202 0.0 0.1 -0.1 -0.27
O -1.989184 -3.707916 -0.936269 0.2 -0.1 0.0 -0.27
C -3.173783 -4.028714 -1.693137 -0.4 -0.1 -0.2 -0.25
C -2.995741 -3.854038 -3.187689 0.1 0.2 0.1 -0.07
C -0.418679 -2.342429 0.510502 0.0 0.0 0.0 -0.12
H -4.011952 -3.440077 -1.315820 0.1 0.1 0.0 0.11
H -3.372348 -5.073002 -1.456852 0.1 0.0 0.1 0.12
H -2.853101 -2.807288 -3.451619 0.0 0.0 0.0 0.08
H -3.875655 -4.223757 -3.712769 0.0 -0.1 0.0 0.08
H -2.126591 -4.405351 -3.538153 0.0 -0.1 0.0 0.06
H -0.902664 -2.721364 1.405898 0.0 0.0 0.0 0.08
H -0.009583 -1.348899 0.690056 0.0 0.0 0.0 0.07
H 0.359674 -3.015753 0.162384 0.0 0.0 0.0 0.07
O -2.562772 -6.043353 -5.581349 -0.1 0.1 -0.1 -0.28
S -1.457738 -6.713752 -6.194362 0.1 -0.2 0.1 0.57
O -0.950716 -6.255738 -7.449437 0.0 0.1 -0.1 -0.27
O -1.802251 -8.265552 -6.297300 0.2 0.0 0.0 -0.27
C -3.045477 -8.631028 -6.932932 -0.4 -0.1 -0.2 -0.25
C -3.001739 -8.494823 -8.441711 0.1 0.1 0.0 -0.07
C -0.131900 -6.848378 -5.047407 0.0 0.0 0.0 -0.12
H -3.856081 -8.043222 -6.499339 0.1 0.1 0.0 0.11
H -3.201691 -9.670013 -6.650086 0.1 0.0 0.1 0.12
H -2.896582 -7.455252 -8.746347 0.0 0.0 0.0 0.07
H -3.924128 -8.885829 -8.872002 0.0 0.0 0.0 0.08
H -2.157199 -9.048442 -8.851490 0.0 0.0 0.0 0.08
H -0.517489 -7.218472 -4.101813 0.0 0.0 0.0 0.08
H 0.278023 -5.847611 -4.927763 0.0 0.0 0.0 0.08
H 0.619152 -7.516808 -5.458720 0.0 0.0 0.0 0.07